[1]
Formula: C4H15N2O2
Source: the OMol25 dataset
Level of theory: ωB97M-V/def2-TZVPD

Values from the calculation:
* HOMO level: -13.744 eV
* 2S+1: 1
* LUMO: -2.8 eV
* orbital gap: 10.92 eV
* energy relative to the best compared isomer or geometry (same formula, charge and spin): 1.015 eV
* total charge: +1

Each line ends with the natural charge from an NBO analysis.
Atoms and positions in Å:
C (-0.65, 0.84, -0.71)  -0.0878
O (-0.76, 2.28, -0.60)  -0.7337
C (-0.03, 0.38, 0.65)  -0.0389
C (0.25, -1.10, 0.71)  -0.4509
C (0.88, -1.71, -0.56)  -0.2281
N (2.08, -1.02, -1.05)  -0.8878
N (1.32, 1.12, 0.64)  -0.7331
H (0.05, 0.76, -1.52)  0.1868
H (-1.60, 0.34, -0.87)  0.2103
H (-1.54, 2.51, -0.08)  0.4832
H (-0.59, 0.89, 1.42)  0.2280
H (-0.70, -1.55, 0.85)  0.2597
H (0.88, -1.31, 1.58)  0.2183
H (0.16, -1.74, -1.37)  0.2052
H (1.12, -2.73, -0.28)  0.2204
H (1.88, 0.57, -0.07)  0.4673
H (1.96, -0.68, -2.00)  0.3934
H (2.95, -1.48, -0.87)  0.4021
H (1.61, 1.16, 1.61)  0.4311
H (1.16, 2.07, 0.31)  0.4470
H (-3.57, 0.03, -0.03)  0.4732
H (-3.66, 0.52, 1.39)  0.4819
O (-3.20, -0.13, 0.85)  -0.9476


[2]
Formula: C5H10O2
Source: the OMol25 dataset
Level of theory: ωB97M-V/def2-TZVPD

Values from the calculation:
* HOMO level: -9.088 eV
* 2S+1: 1
* LUMO: 1.2 eV
* orbital gap: 10.28 eV
* structure (SMILES): C/C=C/OOCC
* energy relative to the best compared isomer or geometry (same formula, charge and spin): 4.578 eV
* total charge: 0

Each line ends with the natural charge from an NBO analysis.
Atoms and positions in Å:
C (-1.49, -0.58, -2.34)  -0.6416
C (-1.28, 0.82, -1.79)  -0.0790
O (-0.65, 0.85, -0.52)  -0.2704
C (1.14, 0.38, 1.61)  -0.1998
C (1.45, -0.25, 2.94)  -0.6399
C (1.03, -0.31, 0.47)  0.0872
O (0.67, 0.29, -0.72)  -0.3030
H (-1.96, -1.21, -1.58)  0.2122
H (-2.14, -0.55, -3.21)  0.2127
H (-0.54, -1.03, -2.63)  0.2194
H (-0.71, 1.44, -2.49)  0.1732
H (-2.24, 1.32, -1.59)  0.1943
H (0.96, 1.45, 1.58)  0.2125
H (2.33, 0.21, 3.40)  0.2179
H (0.61, -0.12, 3.63)  0.2198
H (1.64, -1.32, 2.84)  0.2119
H (1.18, -1.38, 0.39)  0.1727


[3]
Formula: C19H69O18PS2
Source: the OMol25 dataset
Level of theory: ωB97M-V/def2-TZVPD

Values from the calculation:
* HOMO level: -8.404 eV
* 2S+1: 1
* LUMO: 0.1 eV
* orbital gap: 8.51 eV
* total charge: 0

Each line ends with the Löwdin charge.
Atoms and positions in Å:
O (-1.01, -1.79, -0.09)  -0.3522
S (-1.65, -1.26, -1.32)  0.7199
O (-2.43, -2.37, -1.93)  -0.3226
C (-2.85, -0.01, -0.78)  -0.1797
C (-2.15, 1.39, -0.83)  -0.2026
C (-1.64, 1.55, -2.29)  -0.1919
C (-0.40, 0.66, -2.55)  -0.4990
P (1.09, 1.27, -1.54)  0.4768
S (1.32, 0.39, 0.17)  0.2575
O (-0.61, -0.75, -2.47)  -0.2214
H (-3.68, 0.01, -1.50)  0.1098
H (-3.25, -0.24, 0.20)  0.0936
H (-2.85, 2.18, -0.57)  0.1144
H (-1.34, 1.37, -0.09)  0.0675
H (-2.45, 1.33, -3.00)  0.1030
H (-1.36, 2.60, -2.44)  0.1173
H (-0.11, 0.86, -3.59)  0.1247
H (0.98, 2.67, -1.32)  -0.0068
H (2.24, 1.01, -2.34)  -0.0060
C (-4.21, 1.93, -5.97)  -0.1340
O (-3.40, 2.48, -4.93)  -0.1374
H (-4.43, 0.90, -5.73)  0.0797
H (-5.14, 2.50, -6.06)  0.0780
H (-3.66, 1.97, -6.92)  0.0657
H (-3.22, 3.39, -5.16)  0.0725
C (3.85, 2.22, 2.37)  -0.1438
O (3.93, 2.27, 0.94)  -0.1702
H (3.49, 1.24, 2.66)  0.0548
H (4.83, 2.38, 2.81)  0.0625
H (3.15, 2.97, 2.73)  0.0757
H (4.25, 3.15, 0.72)  0.0566
C (6.06, -0.60, 3.95)  -0.1324
O (6.06, 0.77, 4.36)  -0.1433
H (5.57, -1.18, 4.73)  0.0851
H (5.50, -0.71, 3.02)  0.0624
H (7.08, -0.96, 3.82)  0.0781
H (6.50, 1.27, 3.67)  0.0625
C (-5.38, -4.59, -2.20)  -0.1612
O (-5.89, -3.28, -2.42)  -0.1325
H (-6.16, -5.20, -1.75)  0.0603
H (-5.08, -5.04, -3.16)  0.0781
H (-4.52, -4.54, -1.53)  0.0723
H (-5.19, -2.76, -2.82)  0.0531
C (-5.50, -8.57, -2.24)  -0.1521
O (-6.57, -7.63, -2.20)  -0.1330
H (-4.61, -8.05, -2.57)  0.0767
H (-5.33, -8.98, -1.24)  0.0762
H (-5.73, -9.38, -2.93)  0.0745
H (-7.36, -8.09, -1.90)  0.0720
C (-0.88, -4.73, 1.91)  -0.1606
O (-0.86, -3.37, 2.29)  -0.1421
H (-1.38, -5.30, 2.69)  0.0735
H (-1.43, -4.85, 0.97)  0.0749
H (0.14, -5.11, 1.78)  0.0751
H (-0.41, -2.88, 1.59)  0.0295
C (-4.28, 0.73, 3.15)  -0.1477
O (-2.92, 0.49, 2.82)  -0.1373
H (-4.38, 1.76, 3.49)  0.0744
H (-4.92, 0.58, 2.28)  0.0743
H (-4.60, 0.06, 3.96)  0.0790
H (-2.85, -0.42, 2.53)  0.0701
C (1.92, 4.94, 0.77)  -0.1595
O (2.05, 5.03, -0.65)  -0.1339
H (1.56, 3.95, 1.02)  0.0700
H (2.90, 5.09, 1.25)  0.0774
H (1.22, 5.69, 1.14)  0.0749
H (2.38, 5.90, -0.85)  0.0723
C (-1.42, 0.50, -8.95)  -0.1653
O (-1.98, 1.79, -9.18)  -0.1317
H (-2.17, -0.13, -8.47)  0.0775
H (-1.11, 0.05, -9.89)  0.0691
H (-0.56, 0.59, -8.29)  0.0674
H (-1.30, 2.32, -9.60)  0.0664
C (0.34, 0.43, 4.29)  -0.1347
O (1.62, 0.16, 3.73)  -0.1486
H (0.46, 0.59, 5.36)  0.0648
H (-0.09, 1.33, 3.84)  0.0714
H (-0.33, -0.42, 4.13)  0.0747
H (1.49, 0.02, 2.79)  -0.0178
C (4.23, -2.48, 0.50)  -0.1520
O (5.09, -2.93, 1.55)  -0.1327
H (3.35, -2.03, 0.95)  0.0541
H (4.75, -1.74, -0.11)  0.0767
H (3.92, -3.33, -0.12)  0.0758
H (5.86, -3.33, 1.14)  0.0679
C (0.25, 1.52, 8.49)  -0.1644
O (-0.36, 2.78, 8.23)  -0.1286
H (1.29, 1.57, 8.15)  0.0787
H (0.24, 1.31, 9.56)  0.0741
H (-0.27, 0.73, 7.95)  0.0700
H (-1.27, 2.72, 8.54)  0.0660
C (1.94, -1.37, -9.46)  -0.1425
O (1.39, -0.08, -9.71)  -0.1459
H (1.17, -1.98, -8.99)  0.0802
H (2.24, -1.84, -10.40)  0.0772
H (2.80, -1.30, -8.80)  0.0767
H (2.07, 0.45, -10.12)  0.0757
C (-1.71, 4.25, 2.26)  -0.1358
O (-1.60, 4.36, 0.84)  -0.1373
H (-2.11, 3.26, 2.50)  0.0654
H (-0.73, 4.36, 2.74)  0.0735
H (-2.40, 5.01, 2.65)  0.0783
H (-1.25, 5.23, 0.65)  0.0614
C (7.90, 1.33, 7.44)  -0.1679
O (7.43, 2.56, 6.91)  -0.1319
H (8.65, 1.55, 8.20)  0.0739
H (7.07, 0.78, 7.89)  0.0767
H (8.36, 0.74, 6.64)  0.0712
H (6.77, 2.35, 6.24)  0.0488


[4]
Formula: C43H42Cl4N3O4PSZn
Source: the OMol25 dataset
Level of theory: ωB97M-V/def2-TZVPD

Values from the calculation:
* HOMO level: -1.833 eV
* 2S+1: 1
* LUMO: 4.2 eV
* orbital gap: 6.07 eV
* energy relative to the best compared isomer or geometry (same formula, charge and spin): 0.021 eV
* total charge: -2

Each line ends with the Löwdin charge.
Atoms and positions in Å:
Zn (-0.57, 0.49, -0.01)  0.6792
C (-1.48, -2.77, 4.40)  -0.1264
C (-1.74, -1.60, 3.45)  -0.5147
C (-0.98, -0.38, 3.96)  -0.1356
P (-1.31, -1.77, 1.64)  1.1313
C (-2.41, -3.09, 0.91)  -0.5260
C (-1.73, -3.63, -0.35)  -0.1155
C (-2.97, -4.22, 1.77)  -0.1269
C (0.39, -2.42, 1.71)  -0.2928
C (0.70, -3.68, 2.20)  -0.0869
C (2.00, -4.13, 2.39)  -0.3096
C (2.30, -5.51, 2.92)  -0.0819
C (3.02, -3.23, 2.08)  -0.0701
C (2.75, -1.97, 1.58)  -0.0295
C (1.43, -1.52, 1.32)  -0.2976
N (1.18, -0.31, 0.75)  -0.0079
C (2.30, 0.50, 0.45)  -0.2601
C (3.08, 0.28, -0.69)  -0.2137
C (2.89, -0.95, -1.54)  -0.0386
C (4.06, 1.21, -1.03)  -0.0171
C (4.32, 2.32, -0.24)  -0.2880
C (5.32, 3.36, -0.68)  -0.0634
C (3.60, 2.47, 0.93)  -0.0291
C (2.60, 1.57, 1.29)  -0.2123
C (1.84, 1.74, 2.58)  -0.0371
H (-1.85, -2.51, 5.40)  0.0699
H (-0.40, -2.94, 4.48)  0.0676
H (-1.95, -3.70, 4.10)  0.0418
H (-2.81, -1.37, 3.44)  0.1047
H (0.10, -0.57, 3.93)  0.0697
H (-1.25, -0.16, 5.00)  0.0732
H (-1.18, 0.51, 3.36)  0.0275
H (-3.26, -2.48, 0.58)  0.0741
H (-0.87, -4.25, -0.09)  0.0693
H (-1.38, -2.82, -0.99)  0.0422
H (-2.44, -4.23, -0.92)  0.0757
H (-2.19, -4.88, 2.15)  0.0549
H (-3.64, -4.83, 1.15)  0.0696
H (-3.55, -3.84, 2.61)  0.0628
H (-0.11, -4.34, 2.47)  0.0885
H (1.38, -6.10, 2.99)  0.0638
H (2.74, -5.47, 3.92)  0.0646
H (2.99, -6.06, 2.28)  0.0644
H (4.05, -3.51, 2.24)  0.1013
H (3.58, -1.31, 1.36)  0.1043
H (1.88, -1.35, -1.43)  0.0627
H (3.59, -1.73, -1.21)  0.0817
H (3.07, -0.74, -2.59)  0.0702
H (4.63, 1.06, -1.95)  0.1173
H (6.19, 2.91, -1.16)  0.0678
H (5.67, 3.96, 0.17)  0.0654
H (4.87, 4.05, -1.41)  0.0607
H (3.80, 3.33, 1.57)  0.1074
H (2.06, 2.71, 3.04)  0.0742
H (2.10, 0.95, 3.29)  0.0805
H (0.76, 1.65, 2.42)  0.0504
Cl (-6.35, 1.33, 3.51)  0.5842
C (-5.21, 0.97, 2.25)  -0.7344
C (-5.59, 0.23, 1.16)  -0.7324
Cl (-7.22, -0.37, 1.02)  0.5867
C (-4.65, -0.05, 0.15)  -0.6139
Cl (-5.11, -0.96, -1.26)  0.6626
C (-3.33, 0.40, 0.21)  -0.4324
O (-2.45, 0.16, -0.71)  -0.1858
C (-2.92, 1.17, 1.37)  -0.4342
O (-1.70, 1.56, 1.43)  -0.1974
C (-3.88, 1.44, 2.35)  -0.6124
Cl (-3.40, 2.42, 3.70)  0.6370
O (1.04, -0.70, -4.25)  -0.3421
S (-0.06, -0.43, -3.34)  0.5801
O (-0.63, -1.56, -2.67)  -0.3102
N (0.24, 0.68, -2.23)  -0.1116
C (0.94, 1.82, -2.55)  -0.2493
C (1.63, 2.11, -3.72)  -0.0328
C (2.33, 3.32, -3.89)  -0.0961
C (2.34, 4.29, -2.93)  -0.0883
C (1.62, 4.07, -1.73)  -0.1716
C (1.52, 5.04, -0.71)  -0.0289
C (0.76, 4.79, 0.39)  -0.0501
C (0.11, 3.55, 0.50)  -0.1192
N (0.22, 2.61, -0.40)  0.1171
C (0.94, 2.85, -1.53)  -0.1396
C (-1.35, 0.27, -4.35)  -0.2497
C (-1.11, 0.65, -5.66)  -0.0717
C (-2.15, 1.19, -6.41)  -0.1058
C (-3.41, 1.33, -5.86)  -0.1107
C (-3.64, 0.93, -4.54)  -0.0770
C (-2.61, 0.40, -3.78)  -0.0436
H (1.68, 1.37, -4.50)  0.0801
H (2.86, 3.47, -4.82)  0.0942
H (2.87, 5.23, -3.07)  0.0947
H (2.05, 5.98, -0.84)  0.1076
H (0.65, 5.53, 1.18)  0.0973
H (-0.52, 3.31, 1.35)  0.0980
H (-0.12, 0.51, -6.07)  0.0994
H (-1.96, 1.50, -7.44)  0.0893
H (-4.22, 1.75, -6.45)  0.0885
H (-4.63, 1.04, -4.11)  0.0966
H (-2.77, 0.11, -2.74)  0.0706


[5]
Formula: C7H13NO6P
Source: the OMol25 dataset
Level of theory: ωB97M-V/def2-TZVPD

Values from the calculation:
* HOMO level: -4.987 eV
* 2S+1: 1
* LUMO: 3.3 eV
* orbital gap: 8.28 eV
* energy relative to the best compared isomer or geometry (same formula, charge and spin): 5.379 eV
* total charge: -1

Each line ends with the natural charge from an NBO analysis.
Atoms and positions in Å:
C (1.39, -0.43, -0.17)  0.2060
C (0.86, -1.88, -0.17)  0.7194
C (0.21, 0.77, -2.23)  -0.6043
C (4.37, 1.15, 0.60)  -0.2557
C (-1.43, -2.21, 1.66)  -0.2557
C (-3.57, 1.54, 0.39)  -0.2303
C (-0.09, 0.62, -0.71)  -0.6457
N (2.52, 0.01, 0.08)  -0.2001
O (-0.31, -1.93, -0.57)  -0.7404
O (1.63, -2.76, 0.11)  -0.6607
O (-2.59, -0.62, -1.06)  -1.1401
O (3.01, 1.31, 0.15)  -0.3826
O (-1.47, -0.84, 1.42)  -0.8054
O (-2.30, 1.18, 0.61)  -0.8368
P (-1.57, -0.22, -0.07)  2.3814
H (-0.21, 1.74, -2.55)  0.1979
H (1.28, 0.86, -2.38)  0.2035
H (0.00, -0.01, -2.89)  0.2252
H (4.49, 0.18, 1.14)  0.2072
H (4.58, 2.06, 1.09)  0.1810
H (4.98, 0.90, -0.21)  0.1688
H (-1.86, -2.92, 0.93)  0.2021
H (-1.76, -2.53, 2.66)  0.1636
H (-0.32, -2.40, 1.60)  0.1897
H (-4.27, 0.70, -0.01)  0.1755
H (-3.62, 2.15, -0.52)  0.1461
H (-4.00, 2.00, 1.29)  0.1558
H (0.03, 1.58, -0.18)  0.2346


[6]
Formula: C51H43Cl2IrN6O2P2
Source: the OMol25 dataset
Level of theory: ωB97M-V/def2-TZVPD

Values from the calculation:
* HOMO level (spin up / spin down): -9.375 / -9.875 eV
* 2S+1: 6
* LUMO (spin up / spin down): -2.5 / -5.0 eV
* orbital gap (spin up / spin down): 6.90 / 4.87 eV
* energy relative to the best compared isomer or geometry (same formula, charge and spin): 0.132 eV
* total charge: +1

Each line ends with the Löwdin charge.
Atoms and positions in Å:
Ir (0.49, 1.18, -0.57)  1.1544
Cl (6.66, -1.12, -3.25)  0.7380
C (5.43, -0.11, -2.62)  -0.6619
C (4.18, -0.63, -2.42)  -0.0246
C (3.17, 0.18, -1.88)  -0.1926
N (1.88, -0.18, -1.86)  0.0993
C (1.10, -1.13, -1.43)  -0.4924
O (1.24, -1.88, -0.40)  -0.1355
C (-0.17, -1.43, -2.13)  -0.2167
C (-0.39, -1.57, -3.44)  0.0024
C (-1.53, -2.38, -3.84)  -0.0648
C (-2.49, -2.68, -2.96)  -0.0039
C (-2.47, -2.03, -1.60)  -0.2328
N (-1.07, -1.92, -1.19)  -0.0711
C (3.47, 1.53, -1.46)  -0.2085
C (4.74, 2.05, -1.75)  -0.0231
C (5.70, 1.26, -2.33)  -0.6572
Cl (7.23, 1.93, -2.70)  0.7382
N (2.49, 2.20, -0.81)  0.0196
C (2.83, 3.17, 0.11)  -0.4539
O (3.96, 3.41, 0.50)  0.0854
C (1.66, 3.91, 0.68)  -0.2181
C (1.90, 5.12, 1.32)  0.0142
C (0.83, 5.81, 1.86)  -0.0302
C (-0.43, 5.26, 1.76)  -0.0253
C (-0.58, 4.04, 1.12)  -0.0960
N (0.45, 3.38, 0.58)  0.0450
H (3.96, -1.65, -2.69)  0.1256
H (0.31, -1.18, -4.17)  0.1236
H (-1.52, -2.80, -4.84)  0.1135
H (-3.30, -3.36, -3.20)  0.1195
H (-2.91, -1.02, -1.67)  0.1582
H (4.97, 3.07, -1.51)  0.1194
H (2.92, 5.49, 1.38)  0.1253
H (0.99, 6.76, 2.36)  0.1175
H (-1.30, 5.76, 2.17)  0.1145
H (-1.55, 3.57, 1.03)  0.1039
N (-0.14, -1.40, 1.66)  -0.2558
P (0.91, -0.04, 1.58)  0.9361
C (2.55, -0.68, 2.05)  -0.3304
C (3.69, -0.09, 1.52)  -0.0820
C (4.96, -0.54, 1.88)  -0.0539
C (5.08, -1.60, 2.76)  -0.0662
C (3.95, -2.18, 3.32)  -0.0647
C (2.69, -1.72, 2.97)  -0.0781
C (0.51, 0.80, 3.15)  -0.3388
C (1.29, 1.91, 3.46)  -0.0943
C (1.11, 2.59, 4.65)  -0.0618
C (0.14, 2.15, 5.55)  -0.0702
C (-0.65, 1.06, 5.24)  -0.0697
C (-0.47, 0.39, 4.04)  -0.0874
P (-0.61, -2.39, 0.34)  0.9259
C (-0.01, -4.09, 0.47)  -0.2466
C (-0.60, -4.89, 1.45)  -0.0754
C (-0.28, -6.23, 1.54)  -0.0633
C (0.60, -6.79, 0.63)  -0.0629
C (1.19, -6.00, -0.35)  -0.0595
C (0.90, -4.65, -0.42)  -0.0549
C (-2.37, -2.55, 0.76)  -0.2121
C (-3.17, -2.83, -0.48)  -0.2366
C (-4.62, -2.54, -0.34)  -0.0159
C (-5.18, -2.22, 0.85)  -0.0816
C (-4.39, -2.11, 2.02)  -0.0497
C (-2.99, -2.23, 1.93)  -0.0922
H (0.07, -2.00, 2.46)  0.0614
H (3.60, 0.75, 0.84)  0.0725
H (5.83, -0.06, 1.46)  0.1127
H (6.06, -1.96, 3.04)  0.1098
H (4.04, -2.99, 4.03)  0.1097
H (1.82, -2.16, 3.44)  0.1011
H (2.06, 2.24, 2.76)  0.0982
H (1.72, 3.45, 4.89)  0.1115
H (0.01, 2.67, 6.49)  0.1091
H (-1.41, 0.73, 5.94)  0.1083
H (-1.11, -0.45, 3.80)  0.0776
H (-1.31, -4.45, 2.14)  0.1006
H (-0.74, -6.84, 2.30)  0.1113
H (0.83, -7.85, 0.67)  0.1118
H (1.89, -6.44, -1.05)  0.1113
H (1.38, -4.03, -1.17)  0.1054
H (-3.05, -3.90, -0.74)  0.1657
H (-5.24, -2.62, -1.23)  0.1191
H (-6.24, -2.04, 0.92)  0.1112
H (-4.85, -1.85, 2.96)  0.1054
H (-2.40, -2.03, 2.82)  0.0885
C (-2.54, 3.82, -4.74)  -0.0915
N (-1.98, 2.57, -4.30)  -0.2797
C (-2.61, 1.37, -4.79)  -0.0852
C (-1.35, 2.50, -3.00)  -0.1834
C (-2.21, 2.08, -1.82)  -0.2363
C (-3.58, 2.28, -1.83)  -0.0419
C (-4.36, 1.96, -0.73)  -0.0703
C (-3.76, 1.45, 0.41)  -0.0953
C (-2.39, 1.26, 0.44)  -0.1678
C (-1.59, 1.55, -0.67)  -0.2862
H (-2.54, 3.85, -5.84)  0.0843
H (-1.94, 4.65, -4.37)  0.0845
H (-3.58, 3.98, -4.42)  0.0756
H (-2.80, 1.48, -5.86)  0.0877
H (-3.57, 1.13, -4.30)  0.0791
H (-1.94, 0.52, -4.64)  0.0678
H (-0.95, 3.50, -2.78)  0.1222
H (-0.49, 1.82, -3.05)  0.0901
H (-4.05, 2.71, -2.70)  0.0979
H (-5.43, 2.12, -0.76)  0.1064
H (-4.36, 1.20, 1.28)  0.1019
H (-1.93, 0.89, 1.35)  0.0708


Question: What is the total charge in the first record?
Answer: +1